The following is a quantum chemistry calculation of the molecule C5H7NO, from OMol25.

Geometry as XYZ:
```
14
Properties=species:S:1:pos:R:3:forces:R:3:mulliken_charge:R:1
C 2.9058 0.2940 -0.0737 -0.110 -0.140 -0.079 -0.6820
C 1.6603 0.0882 -0.3900 0.066 -0.321 0.016 0.0971
C 0.5015 -0.4743 -0.5897 0.125 0.124 -0.066 -0.2177
C -0.4612 -0.6533 0.5559 -0.011 -0.100 0.087 -0.5940
N -1.3876 0.4666 0.6001 -0.141 0.080 -0.102 -0.2036
C -2.4725 0.4543 -0.2250 -0.119 -0.133 -0.044 0.0581
O -2.8885 -0.5321 -0.8000 0.111 0.371 0.173 -0.5436
H 3.4001 -0.6569 0.0791 0.651 0.206 0.166 0.2275
H 3.4362 1.2359 0.0260 -0.224 -0.172 -0.076 0.2662
H 0.1970 -0.7612 -1.5921 -0.110 0.120 0.080 0.3442
H -1.0500 -1.5634 0.4308 0.070 0.116 0.005 0.2742
H 0.0778 -0.7103 1.5069 -0.079 0.045 -0.190 0.3635
H -0.9620 1.3681 0.7724 -0.198 -0.083 0.031 0.2754
H -2.9568 1.4445 -0.3008 -0.033 -0.115 -0.001 0.3349
```
Positions in Å, forces in eV/Å.

SMILES: C=C=CCNC=O
HOMO level: -0.353 Eh
Maximum force: 0.0137 Eh/bohr
E_tot: -8834.3172 eV
ΔE to the lowest compared entry with this formula, charge and spin: 181.9 kJ/mol

=====

The following is a quantum chemistry calculation of the molecule C5H7NO at a distorted geometry, from OMol25.

Geometry as XYZ:
```
14
Properties=species:S:1:pos:R:3:forces:R:3:mulliken_charge:R:1
C 0.6170 -1.0504 -1.6716 -0.394 0.072 -0.443 -0.9039
C 0.5760 -0.3880 -0.5171 0.193 -1.908 0.045 -0.0390
C -0.4765 -0.1386 0.4970 -0.064 -0.121 -0.045 0.7717
N -1.0619 -1.3003 0.8701 -0.066 -0.044 0.229 -0.4421
C -0.6272 1.1241 1.0081 0.046 -0.331 -0.249 -0.8416
C 0.2276 2.0343 0.2925 0.337 0.123 -0.283 -0.0808
O 0.9069 1.6388 -0.6535 0.187 1.260 0.182 -0.4960
H -0.2397 -1.2787 -2.2781 -0.220 0.249 -0.391 0.3010
H 1.6172 -1.2109 -2.0708 -0.388 -0.486 -0.004 0.2493
H 1.4940 -0.6301 -0.0253 0.922 1.207 0.756 0.2019
H -1.3951 -1.4260 1.8116 -0.223 0.078 -0.070 0.2326
H -0.6750 -2.1100 0.4036 -0.170 0.022 0.227 0.2979
H -1.2689 1.4237 1.8356 0.183 -0.191 -0.299 0.3630
H 0.3368 3.0914 0.5621 -0.343 0.071 0.346 0.3860
```
Positions in Å, forces in eV/Å.

SMILES: C=C/C(N)=C\C=O
HOMO level: -0.298 Eh
Maximum force: 0.0373 Eh/bohr
E_tot: -8833.6372 eV
ΔE to the lowest compared entry with this formula, charge and spin: 247.5 kJ/mol

=====

The following is a quantum chemistry calculation of the molecule C5H7NO at a distorted geometry, from OMol25.

Geometry as XYZ:
```
14
Properties=species:S:1:pos:R:3:forces:R:3:mulliken_charge:R:1
C 2.0264 0.1377 0.0729 0.044 -0.203 0.059 -1.0563
C 0.7020 -0.5616 0.0523 -0.024 -0.663 0.203 0.3130
O 0.6894 -1.6649 0.5576 -0.442 0.067 -0.366 -0.5523
C -0.6331 -0.0380 -0.4791 -0.056 -0.043 -0.069 0.7753
C -1.7352 -0.3607 0.5438 -0.121 -0.010 0.027 -1.3302
C -0.6483 1.3748 -0.8697 0.043 0.963 -0.274 0.0202
N -0.6981 2.4890 -1.1773 0.109 -1.081 0.327 -0.4288
H 2.6795 -0.2147 -0.7290 -0.288 0.054 -0.248 0.2731
H 2.3647 -0.4287 0.9473 0.883 1.139 0.188 0.3475
H 2.0374 1.2369 0.0810 -0.079 -0.485 0.325 0.3549
H -0.8012 -0.6337 -1.3848 -0.082 0.115 0.011 0.2084
H -1.6151 0.2489 1.4446 -0.017 -0.061 -0.157 0.3427
H -2.7224 -0.1723 0.1194 0.096 0.015 0.043 0.3626
H -1.6460 -1.4128 0.8210 -0.065 0.195 -0.069 0.3699
```
Positions in Å, forces in eV/Å.

SMILES: CC(=O)[C@@H](C)C#N
HOMO level: -0.380 Eh
Maximum force: 0.0283 Eh/bohr
E_tot: -8835.3151 eV
ΔE to the lowest compared entry with this formula, charge and spin: 85.7 kJ/mol

=====

The following is a quantum chemistry calculation of a 3-piece molecular cluster, C5H7NO overall, from OMol25.

Geometry as XYZ:
```
14
Properties=species:S:1:pos:R:3:forces:R:3:mulliken_charge:R:1
C -1.8499 0.2783 -0.0424 -0.032 0.042 -0.037 -1.2203
C -0.3639 0.1031 -0.0297 -0.015 -0.012 0.213 0.8530
C 0.5928 0.8990 0.6232 0.016 -0.036 -0.072 -0.5301
C 1.8103 0.2273 0.5151 0.014 0.051 -0.058 -0.2212
N 1.7171 -0.9563 -0.1324 -0.014 0.110 0.050 -0.5689
C 0.2900 -1.2645 0.0283 -0.287 -0.368 -0.130 0.0840
O -0.1957 -2.3429 0.1733 0.274 0.524 -0.058 -0.4775
H -2.1277 1.3356 -0.0524 0.054 -0.144 -0.008 0.3707
H -2.2670 -0.1808 0.8613 0.049 0.053 -0.127 0.2913
H -2.3055 -0.2173 -0.9032 0.083 0.057 0.119 0.3075
H 0.2941 0.0281 -1.4189 -0.002 -0.016 0.050 -0.0612
H 0.4439 1.9029 1.0029 0.028 -0.154 -0.047 0.3861
H 2.7882 0.6300 0.7616 -0.147 -0.047 -0.051 0.4081
H 1.1736 -0.4425 -1.3867 -0.021 -0.058 0.157 0.3785
```
Positions in Å, forces in eV/Å.

HOMO level: -0.364 Eh
Maximum force: 0.0115 Eh/bohr
E_tot: -8832.3644 eV
ΔE to the lowest compared entry with this formula, charge and spin: 370.3 kJ/mol

=====

The following is a quantum chemistry calculation of a 2-piece molecular cluster, C5H7NO overall, from OMol25.

Geometry as XYZ:
```
14
Properties=species:S:1:pos:R:3:forces:R:3:mulliken_charge:R:1
C 0.2849 -0.5531 2.2061 -0.009 0.091 -0.012 -0.1753
N -0.0053 0.6081 1.7565 0.040 -0.272 -0.029 -0.4699
C -0.1877 0.6758 0.4001 0.047 0.036 0.139 0.9233
O -0.7501 1.7553 -0.1534 0.084 -0.046 0.161 -0.3709
C -0.4750 1.0916 -1.4290 -0.111 0.000 -0.435 -0.1601
C 0.9576 0.7601 -1.6459 0.120 0.274 -0.177 -0.3887
C 0.1108 -0.1117 -0.7285 -0.026 -0.169 0.220 -0.6065
H 0.3206 -1.4437 1.5738 -0.048 0.163 0.008 0.1886
H 0.5027 -0.6642 3.2675 0.007 0.098 -0.126 0.2753
H -1.3180 -2.7473 0.6686 -0.047 0.003 -0.101 0.1413
H -1.2574 1.1542 -2.1745 0.083 -0.035 0.134 0.3526
H 1.7406 1.3920 -1.2298 -0.089 -0.070 -0.039 0.1947
H 1.1713 0.3654 -2.6375 -0.003 0.025 0.183 0.2290
H -1.0951 -2.2824 0.1259 -0.049 -0.100 0.075 -0.1335
```
Positions in Å, forces in eV/Å.

HOMO level (alpha / beta): -0.309 / -0.309 Eh
Maximum force: 0.0087 Eh/bohr
E_tot: -8829.8518 eV
ΔE to the lowest compared entry with this formula, charge and spin: 612.8 kJ/mol

=====

The following is a quantum chemistry calculation of a 2-piece molecular cluster, C5H7NO overall at a distorted geometry, from OMol25.

Geometry as XYZ:
```
14
Properties=species:S:1:pos:R:3:forces:R:3:mulliken_charge:R:1
C -2.6926 0.5730 -0.3944 1.497 0.170 -0.141 0.1309
C -1.4955 0.4898 -0.4297 -0.300 -0.349 0.390 -0.8487
C 0.8299 0.8348 -0.9697 2.648 1.136 -0.646 -0.4446
C 0.0220 -0.5379 1.1742 -0.190 -0.900 -1.434 -0.9424
C -0.1198 0.1355 -0.1732 -3.360 -4.718 -1.935 0.8704
N 1.9245 1.1667 -0.4806 0.274 -0.865 3.118 -0.5338
O 0.0362 -1.4111 -1.3575 0.369 2.577 1.053 -0.6715
H -3.7136 0.7044 -0.3669 -1.472 0.188 -0.069 0.4729
H 0.6482 1.0177 -1.9957 -1.009 -0.098 -1.114 0.4805
H 1.0877 -0.7879 1.1805 -0.354 -0.654 0.594 0.3231
H -0.7908 -1.4440 1.2668 2.338 2.550 -0.047 0.3100
H -0.1266 0.2944 1.8273 -0.368 0.110 1.249 0.3240
H 2.7105 1.5505 -0.9312 0.300 0.718 -1.508 0.2428
H -0.5083 -2.1292 -1.0258 -0.373 0.136 0.489 0.2863
```
Positions in Å, forces in eV/Å.

HOMO level: -0.362 Eh
Maximum force: 0.1188 Eh/bohr
E_tot: -8830.7846 eV
ΔE to the lowest compared entry with this formula, charge and spin: 522.8 kJ/mol